Below is C52H46ClKN7O as an isolated structure, with properties calculated with wB97M-V/def2-TZVPD.

```
! wB97M-V def2-TZVPD RIJCOSX def2/J DEFGRID3
* xyz -1 1
K 0.88 0.63 0.48
C 0.40 -4.07 -2.38
C -0.05 -2.75 -2.18
N 0.73 -1.70 -2.26
C 2.05 -1.87 -2.55
C 2.60 -3.17 -2.75
C 1.72 -4.27 -2.66
C 3.99 -3.33 -3.01
C 4.78 -2.21 -3.04
C 4.26 -0.92 -2.86
C 2.90 -0.68 -2.61
N 2.33 0.51 -2.36
C 2.84 1.69 -2.76
C 3.70 1.91 -3.85
C 4.16 3.20 -4.18
C 3.80 4.31 -3.47
C 2.90 4.16 -2.39
C 2.46 5.25 -1.60
C 1.55 5.06 -0.60
C 1.05 3.76 -0.41
N 1.46 2.72 -1.08
C 2.39 2.88 -2.06
H -0.29 -4.90 -2.30
H -1.09 -2.56 -1.93
H 2.11 -5.27 -2.82
H 4.39 -4.32 -3.17
H 5.85 -2.32 -3.21
H 4.94 -0.08 -2.87
H 4.01 1.07 -4.45
H 4.82 3.31 -5.03
H 4.19 5.29 -3.72
H 2.86 6.24 -1.80
H 1.20 5.88 0.02
H 0.27 3.59 0.33
Cl -0.27 7.26 3.31
C -0.29 5.52 3.08
C -1.52 4.86 2.90
C -1.55 3.50 2.72
C -0.36 2.68 2.67
O -0.42 1.46 2.41
C 0.88 3.41 2.89
C 2.18 2.77 2.89
N 2.39 1.51 2.77
C 3.67 0.99 2.95
C 4.58 1.48 3.86
C 5.85 0.90 4.01
C 6.23 -0.18 3.25
C 5.31 -0.74 2.33
C 5.63 -1.85 1.51
C 4.70 -2.36 0.66
C 3.42 -1.77 0.64
N 3.09 -0.72 1.36
C 4.02 -0.18 2.19
C 0.87 4.80 3.08
H -2.44 5.43 2.91
H -2.49 2.99 2.56
H 3.03 3.46 2.99
H 4.29 2.31 4.49
H 6.54 1.32 4.73
H 7.22 -0.61 3.36
H 6.63 -2.27 1.57
H 4.92 -3.18 0.00
H 2.64 -2.18 0.01
H 1.82 5.32 3.21
C -5.05 -2.14 3.80
C -3.94 -3.16 3.52
C -4.52 -4.33 2.71
C -3.42 -3.69 4.85
C -2.83 -2.50 2.70
C -1.49 -2.54 3.08
C -0.55 -1.91 2.27
N -0.85 -1.30 1.14
C -2.13 -1.25 0.77
C -3.14 -1.83 1.52
C -2.40 -0.51 -0.51
C -3.57 -0.69 -1.25
C -3.74 -0.01 -2.45
C -2.70 0.82 -2.86
C -1.57 0.94 -2.07
N -1.43 0.30 -0.91
C -4.98 -0.18 -3.32
C -5.63 1.19 -3.55
C -6.02 -1.10 -2.67
C -4.57 -0.78 -4.67
H -5.83 -2.60 4.41
H -5.51 -1.77 2.89
H -4.66 -1.28 4.35
H -5.30 -4.84 3.28
H -3.74 -5.05 2.47
H -4.95 -3.98 1.77
H -4.26 -4.11 5.42
H -2.97 -2.90 5.45
H -2.69 -4.49 4.71
H -1.17 -3.01 3.99
H 0.50 -1.89 2.56
H -4.17 -1.75 1.20
H -4.32 -1.38 -0.89
H -2.75 1.36 -3.80
H -0.73 1.56 -2.37
H -5.91 1.65 -2.59
H -6.53 1.09 -4.16
H -4.95 1.88 -4.06
H -6.34 -0.71 -1.70
H -5.63 -2.11 -2.53
H -6.90 -1.16 -3.32
H -3.86 -0.14 -5.19
H -5.45 -0.90 -5.31
H -4.11 -1.76 -4.53
*
```

## Properties
LUMO level (eV): 1.99
Energy relative to the best compared isomer or geometry (same formula, charge and spin) (eV): 0.563
DFT total energy (Ha): -3527.9964
Strongest force on any atom (hartree/bohr): 0.0149
Orbital gap (Eh): 0.197
E_HOMO (eV): -3.38

Mulliken atomic charge list, values in e, 8 entries: atom 1 (K): 1.71, atom 2 (C): -1.02, atom 3 (C): 0.04, atom 4 (N): -0.05, atom 5 (C): -0.64, atom 6 (C): 2.16, atom 7 (C): -0.81, atom 8 (C): -1.13